# 1
The following is a DFT calculation (ωB97M-V/def2-TZVPD) of a molecular structure, C17H37AgO5 in a non-equilibrium geometry.

Output
energy relative to the best compared isomer or geometry (same formula, charge and spin)	0.0	kcal per mole
largest force on an atom	5.48	eV Å⁻¹
LUMO energy	4.518	eV
total charge	-2
Kohn-Sham gap	4.838	eV
2S+1	1
highest occupied orbital energy	-0.32	eV

Geometry as XYZ:
```
60
Properties=species:S:1:pos:R:3:forces:R:3:lowdin_charge:R:1
Ag 0.004 1.030 0.106 1.736 1.247 0.172 0.722
C -0.666 2.003 4.486 0.368 -0.155 -1.236 -0.110
C -1.112 2.657 3.090 2.986 -0.225 -0.392 -0.599
C -1.788 3.954 3.504 -0.624 0.290 -0.246 -0.140
O -0.090 2.663 2.046 -2.842 0.037 2.694 -0.365
H -0.124 1.089 4.242 -0.438 -0.490 0.156 0.048
H -1.542 1.900 5.126 -0.237 -0.638 0.004 0.035
H 0.052 2.519 5.124 0.198 0.856 -0.423 0.044
H -2.010 2.118 2.789 -0.230 -1.013 -0.283 0.070
H -2.497 3.731 4.301 -0.193 -0.267 0.348 0.039
H -2.446 4.210 2.674 0.352 0.983 -0.199 0.058
H -1.167 4.743 3.929 0.293 0.232 -0.620 0.061
C 2.158 4.329 -2.915 1.142 -1.713 -0.225 -0.122
C 1.337 3.067 -2.720 -2.537 0.173 3.360 -0.682
C 1.754 1.867 -3.538 0.498 0.124 -0.615 -0.103
O 1.210 2.813 -1.308 0.221 -0.330 -2.213 -0.365
H 3.115 3.907 -2.607 0.742 0.965 0.246 0.060
H 1.804 5.138 -2.276 0.089 -0.165 -0.198 0.067
H 2.203 4.530 -3.985 0.042 0.613 -0.186 0.047
H 0.374 3.435 -3.075 -1.135 -0.426 -0.525 0.080
H 2.802 1.675 -3.306 0.135 -0.421 -0.028 0.068
H 1.651 2.037 -4.610 0.333 0.520 -0.494 0.044
H 1.163 0.956 -3.447 -0.099 0.088 0.948 0.045
C 3.563 -2.060 -0.216 -0.045 0.863 0.639 -0.104
C 2.654 -1.491 0.959 -1.493 2.379 -0.803 -0.606
C 3.296 -1.699 2.378 -0.081 -1.144 -1.004 -0.095
O 2.103 -0.182 0.781 1.293 -2.025 -0.001 -0.378
H 3.616 -3.148 -0.187 0.359 -0.268 0.441 0.039
H 4.549 -1.596 -0.201 0.279 -0.111 -0.089 0.048
H 3.119 -1.868 -1.192 -0.261 0.497 0.095 0.042
H 1.816 -2.166 0.781 -0.664 -0.870 0.954 0.064
H 3.414 -2.779 2.468 0.225 -0.520 0.149 0.035
H 2.706 -1.433 3.255 -0.298 0.552 -0.425 0.052
H 4.307 -1.306 2.483 -0.029 0.462 -0.197 0.050
C -0.253 -1.933 -2.083 0.126 1.069 1.409 -0.133
C 0.168 -2.166 -3.553 1.287 3.035 0.755 -0.194
C -0.085 -3.568 -3.814 -1.056 -1.142 1.331 -0.172
O -0.662 -4.062 -2.531 -1.231 -3.398 -4.122 -0.147
C -0.276 -3.342 -1.468 1.443 2.336 0.415 -0.263
H -1.222 -1.499 -1.839 -0.491 -0.020 -0.989 0.096
H 0.370 -1.222 -1.541 0.652 -0.101 -0.114 0.082
H 1.220 -1.908 -3.671 0.335 -0.215 0.500 0.107
H -0.221 -1.505 -4.328 -0.842 0.107 0.370 0.108
H 0.837 -4.086 -4.077 -0.226 -0.511 0.043 0.114
H -0.828 -3.574 -4.612 -0.184 -1.126 0.198 0.112
H 0.708 -3.662 -1.127 0.298 0.081 0.366 0.111
H -0.996 -3.441 -0.656 -0.019 -0.024 -0.026 0.110
C -2.933 -1.778 1.585 0.249 -1.487 0.122 -0.188
C -4.128 -0.995 1.220 -0.891 1.584 0.860 -0.208
C -3.484 0.070 0.415 0.884 1.336 -1.577 -0.212
O -2.130 0.237 0.859 0.361 -0.222 0.376 -0.216
C -1.849 -0.701 1.886 -2.054 -1.965 0.207 -0.170
H -2.631 -2.332 0.696 0.403 -0.157 -0.079 0.098
H -3.155 -2.526 2.346 0.346 0.102 0.339 0.110
H -4.463 -0.527 2.146 -0.487 0.041 0.158 0.115
H -5.001 -1.377 0.692 0.257 -0.624 0.071 0.116
H -3.960 1.050 0.407 -0.126 0.051 0.319 0.124
H -3.398 -0.216 -0.633 -0.171 -0.221 -0.279 0.113
H -2.006 -0.257 2.870 0.232 0.157 0.062 0.112
H -0.951 -1.319 1.872 0.819 1.220 -0.516 0.122
```
Positions in Å, forces in eV/Å.

---

# 2
The following is a DFT calculation (ωB97M-V/def2-TZVPD) of a molecular structure, C17H37AlN2O5P in a non-equilibrium geometry.

Output
largest force on an atom	1.60	eV Å⁻¹
LUMO energy	2.546	eV
total charge	-1
Kohn-Sham gap	7.046	eV
2S+1	1
highest occupied orbital energy	-4.50	eV

Geometry as XYZ:
```
63
Properties=species:S:1:pos:R:3:forces:R:3:lowdin_charge:R:1
C 4.208 3.261 0.597 -0.239 0.054 -0.291 -0.070
C 3.216 2.439 -0.226 0.049 0.648 0.115 -0.282
O 3.772 2.150 -1.517 -0.010 -0.639 0.605 -0.202
P 3.725 0.631 -2.074 0.278 -0.022 -1.349 0.500
O 4.753 0.502 -3.127 0.040 0.147 0.124 -0.291
C 2.066 0.260 -2.653 -0.075 -0.669 0.416 -0.282
C 1.513 -1.086 -2.086 0.155 0.597 0.152 -0.234
Al 0.253 -0.931 -0.502 -0.692 -0.348 -0.805 0.344
C 0.088 1.020 0.052 0.195 -0.290 0.148 -0.137
C -1.582 -1.629 -1.083 0.433 0.414 0.885 -0.222
C -2.707 -0.724 -0.566 -0.267 -0.554 -0.620 -0.310
C -4.101 -1.380 -0.577 0.015 0.684 0.288 -0.192
C -5.254 -0.394 -0.790 0.459 -0.916 0.126 -0.182
N -5.649 0.327 0.439 -0.888 1.132 -0.630 -0.095
C -6.965 -0.067 0.946 0.372 -0.136 -0.009 -0.084
C -5.393 1.706 0.386 1.578 0.052 -0.276 -0.470
C -6.472 2.731 0.689 0.345 -0.071 0.709 -0.005
O -4.284 2.123 0.053 -1.398 -0.517 0.117 0.053
N 0.796 -1.998 1.032 1.226 0.409 -0.085 -0.048
C 1.069 -1.210 2.239 -0.540 -0.440 -0.127 -0.150
C 1.715 -2.955 0.709 -0.302 -0.559 -0.512 -0.570
C 2.872 -3.244 1.665 -0.674 -0.143 0.203 -0.016
O 1.634 -3.641 -0.322 -0.072 0.551 0.668 -0.019
O 4.012 -0.367 -0.849 -0.230 0.768 0.162 -0.226
C 5.345 -0.374 -0.330 -0.004 -0.321 0.634 -0.250
C 5.353 0.030 1.146 0.162 0.252 -0.375 -0.066
H 5.182 3.227 0.122 0.231 -0.142 0.078 0.075
H 3.905 4.304 0.622 -0.008 0.170 0.053 0.065
H 4.262 2.895 1.615 0.131 -0.017 0.178 0.064
H 2.914 1.544 0.309 0.099 -0.260 -0.123 0.089
H 2.314 3.024 -0.378 -0.151 0.014 -0.096 0.104
H 1.401 1.106 -2.496 -0.037 0.150 0.169 0.069
H 2.210 0.165 -3.725 0.175 0.182 -0.233 0.077
H 0.963 -1.561 -2.897 -0.204 -0.129 -0.039 0.045
H 2.365 -1.733 -1.902 -0.023 -0.265 0.073 0.029
H 0.850 1.643 -0.410 -0.055 -0.008 -0.118 -0.049
H -0.872 1.448 -0.235 -0.201 -0.026 -0.059 -0.003
H 0.191 1.186 1.126 -0.038 0.083 0.150 -0.011
H -1.690 -2.609 -0.610 0.073 -0.246 -0.115 0.046
H -1.635 -1.755 -2.163 -0.176 -0.077 -0.171 0.041
H -2.762 0.155 -1.205 0.063 0.303 0.079 0.088
H -2.498 -0.378 0.443 0.040 0.214 0.144 0.092
H -4.294 -1.841 0.391 0.051 -0.371 0.064 0.107
H -4.144 -2.158 -1.335 0.008 -0.072 -0.208 0.101
H -5.017 0.299 -1.593 0.107 0.258 0.034 0.119
H -6.114 -0.979 -1.116 -0.274 0.122 -0.013 0.103
H -7.789 0.441 0.449 -0.175 0.096 -0.070 0.078
H -7.007 0.106 2.017 -0.171 0.094 0.144 0.087
H -7.107 -1.127 0.778 0.144 -0.205 0.074 0.082
H -6.027 3.458 1.361 0.087 0.132 0.051 0.082
H -7.370 2.362 1.163 -0.209 -0.093 -0.100 0.050
H -6.700 3.267 -0.225 -0.121 -0.074 -0.250 0.086
H 1.941 -0.559 2.152 0.179 0.112 0.042 0.067
H 0.204 -0.586 2.433 -0.050 0.205 -0.010 0.060
H 1.174 -1.839 3.121 0.193 -0.120 0.146 0.066
H 3.389 -4.130 1.327 0.230 0.005 -0.261 0.071
H 3.538 -2.393 1.771 0.167 0.123 -0.045 0.058
H 2.463 -3.470 2.649 0.061 0.064 0.203 0.065
H 6.001 0.274 -0.900 0.031 0.040 -0.313 0.105
H 5.695 -1.395 -0.425 0.093 -0.167 -0.165 0.116
H 4.342 0.023 1.535 -0.127 -0.165 0.180 0.060
H 5.989 -0.631 1.725 -0.018 -0.177 0.159 0.070
H 5.750 1.035 1.259 -0.039 0.162 0.093 0.053
```
Positions in Å, forces in eV/Å.

---

# 3
The following is a DFT calculation (ωB97M-V/def2-TZVPD) of a molecular structure, C17H37As2GeO6PdSSeSi2.

Output
energy relative to the best compared isomer or geometry (same formula, charge and spin)	0.0	kcal per mole
largest force on an atom	0.76	eV Å⁻¹
LUMO energy	2.040	eV
total charge	-1
Kohn-Sham gap	7.238	eV
2S+1	1
highest occupied orbital energy	-5.20	eV

Geometry as XYZ:
```
68
Properties=species:S:1:pos:R:3:forces:R:3:lowdin_charge:R:1
Pd 0.502 -0.577 0.864 0.217 0.726 0.063 0.367
O 0.312 -4.263 -1.964 0.016 -0.049 0.134 -0.277
As 0.976 -3.341 -0.573 0.245 -0.183 -0.268 0.848
O 0.513 -4.012 0.832 -0.134 -0.149 0.164 -0.469
O 0.435 -1.813 -0.963 -0.146 0.383 -0.174 -0.623
C 2.874 -3.573 -0.966 -0.025 -0.122 -0.064 -0.215
C 3.204 -4.718 -1.694 -0.035 0.031 0.035 -0.096
C 4.523 -5.016 -1.997 0.060 0.035 0.016 -0.093
C 5.538 -4.167 -1.578 -0.058 -0.057 -0.032 -0.089
C 5.223 -3.027 -0.858 0.034 0.018 0.028 -0.067
C 3.902 -2.729 -0.552 -0.042 0.087 -0.006 -0.251
S 3.608 -1.197 0.330 0.114 0.060 -0.182 0.444
O 2.445 -1.520 1.185 -0.054 -0.194 0.217 -0.461
O 4.809 -0.942 1.090 0.007 -0.019 0.061 -0.322
O 3.303 -0.202 -0.683 -0.021 -0.024 -0.028 -0.338
H -0.247 -3.622 -2.419 0.018 0.015 -0.025 0.019
H 2.412 -5.374 -2.028 -0.004 -0.002 -0.001 0.092
H 4.755 -5.912 -2.560 0.000 -0.001 0.002 0.095
H 6.572 -4.393 -1.808 0.001 -0.002 -0.001 0.097
H 5.997 -2.358 -0.508 -0.015 0.010 0.004 0.107
C -3.641 3.719 -0.570 -0.029 0.004 -0.066 -0.232
Ge -2.284 3.729 -1.978 0.045 -0.153 -0.060 0.741
C -2.964 4.805 -3.479 0.032 0.015 0.060 -0.231
C -0.606 4.518 -1.352 -0.092 0.054 -0.043 -0.228
C -2.011 1.922 -2.767 0.024 0.279 0.064 -0.557
Se -0.888 0.591 -1.889 -0.241 -0.260 -0.169 0.809
C 0.861 1.362 -2.144 0.023 0.002 0.077 -0.325
H -3.796 4.741 -0.219 0.003 0.003 0.007 0.017
H -3.338 3.097 0.269 0.031 0.016 -0.009 -0.034
H -4.594 3.347 -0.952 0.019 -0.006 -0.027 0.018
H -3.196 5.817 -3.143 0.003 -0.002 -0.004 0.014
H -3.874 4.370 -3.895 0.002 -0.022 0.015 0.015
H -2.222 4.873 -4.275 0.007 -0.004 0.000 0.015
H -0.781 5.557 -1.065 -0.018 -0.016 -0.008 0.019
H 0.145 4.508 -2.142 0.006 -0.004 0.008 0.019
H -0.218 3.986 -0.484 -0.002 -0.039 0.019 -0.007
H -1.618 2.028 -3.781 0.029 0.013 0.010 0.016
H -2.980 1.427 -2.862 -0.023 0.023 0.038 0.015
H 0.925 2.300 -1.601 0.054 -0.010 -0.028 0.011
H 1.019 1.501 -3.212 0.011 -0.002 -0.006 0.040
H 1.557 0.631 -1.727 0.028 0.022 -0.018 -0.005
C -0.571 1.589 3.595 0.075 0.007 0.078 -0.287
Si 0.840 0.589 2.800 0.054 -0.102 -0.020 0.342
C 2.299 1.766 2.597 -0.076 -0.031 0.015 -0.214
C 1.276 -0.760 4.057 -0.030 0.101 0.013 -0.212
As -1.169 1.071 0.479 0.075 -0.440 0.141 0.693
Si -2.510 -0.872 0.953 -0.141 -0.366 -0.090 0.238
C -4.191 -0.196 1.491 0.004 0.101 0.009 -0.257
C -1.907 -1.961 2.358 -0.112 0.171 0.140 -0.227
C -2.829 -2.019 -0.519 0.032 0.051 0.002 -0.221
H -0.270 1.846 4.616 -0.021 0.009 -0.004 0.024
H -1.497 1.011 3.668 -0.002 -0.007 -0.014 0.002
H -0.793 2.522 3.072 0.013 -0.004 -0.029 -0.003
H 2.570 2.225 3.553 -0.014 -0.015 0.009 0.022
H 2.064 2.565 1.890 -0.007 -0.013 -0.011 0.015
H 3.166 1.223 2.216 0.009 0.004 -0.005 0.012
H 2.125 -0.438 4.667 -0.008 0.005 0.005 0.024
H 1.557 -1.687 3.559 0.017 0.000 -0.015 0.014
H 0.437 -0.965 4.728 -0.012 -0.011 -0.026 0.015
H -4.086 0.505 2.323 -0.009 0.000 -0.002 0.015
H -4.856 -1.003 1.811 0.006 -0.016 -0.012 0.021
H -4.670 0.341 0.666 -0.012 0.008 0.008 0.012
H -1.664 -1.376 3.248 0.016 -0.036 0.003 0.006
H -1.037 -2.564 2.082 0.002 0.010 -0.073 0.005
H -2.725 -2.642 2.623 0.010 -0.009 -0.009 0.034
H -2.525 -1.643 -1.495 -0.010 0.068 0.012 -0.022
H -3.900 -2.245 -0.560 0.009 0.007 0.016 0.024
H -2.287 -2.954 -0.365 0.037 0.032 0.051 0.025
```
Positions in Å, forces in eV/Å.